1.
11
Properties=species:S:1:pos:R:3:nbo_charge:R:1 method="wB97M-V/def2-TZVPD" e_homo_ev=-14.8 total_charge=+1 e_tot_ha=-584.49027 mol_weight_g_mol=102.057 de_lowest_kcal_mol=40.25
H 1.6103 -1.5143 1.6778 0.41
N 1.0609 -1.0028 1.0036 -1.12
P 1.7825 -1.1437 -0.3411 1.37
N 0.6451 -0.6958 -1.4647 -0.75
C -0.1489 0.2807 -1.4057 0.34
N -0.5261 0.9750 -0.2510 -0.58
C -0.8111 0.2675 0.8540 0.17
H -0.8358 0.6354 -2.2832 0.21
H -0.3594 2.0610 -0.2783 0.47
H -1.3883 -0.6002 0.6453 0.23
H -1.0293 0.7372 1.8432 0.26

2.
11
Properties=species:S:1:pos:R:3:nbo_charge:R:1 method="wB97M-V/def2-TZVPD" e_homo_ev=-9.0 total_charge=0 e_tot_ha=-641.58233 mol_weight_g_mol=103.150 de_lowest_kcal_mol=63.82
H 0.6922 -2.6266 -0.4911 0.26
N -0.2227 -2.3520 -0.0592 -0.28
N -0.3511 -1.1971 0.2591 -0.10
C 0.6803 -0.2241 0.0468 -0.49
H 0.2916 0.4988 -0.6739 0.22
H 0.8489 0.3057 0.9847 0.22
H 1.6181 -0.6593 -0.3246 0.17
N -3.4657 1.5781 -0.0575 -0.68
C -4.1130 0.5795 0.0796 0.23
S -4.9897 -0.6880 -0.0457 0.03
H -2.9622 2.1933 0.5471 0.42

3.
11
Properties=species:S:1:pos:R:3:nbo_charge:R:1 method="wB97M-V/def2-TZVPD" e_homo_ev=-8.8 total_charge=0 e_tot_ha=-641.62938 mol_weight_g_mol=103.150 de_lowest_kcal_mol=34.29
H 3.2070 -0.5848 0.0195 0.34
N 2.3458 -1.0883 -0.0655 -0.73
C 1.3141 -0.3300 0.0219 0.29
N 1.2006 1.0277 0.1684 -0.83
S -0.2015 -1.2738 0.0672 0.44
N -1.3059 0.0251 -0.1003 -0.59
C -2.5473 -0.2008 0.0201 -0.06
H 1.9576 1.5443 -0.1965 0.38
H 0.3077 1.4380 -0.0903 0.42
H -3.2388 0.6274 -0.0708 0.18
H -3.0393 -1.1848 0.2263 0.16

4.
11
Properties=species:S:1:pos:R:3:nbo_charge:R:1 method="wB97M-V/def2-TZVPD" e_homo_ev=-9.5 total_charge=0 e_tot_ha=-641.61320 mol_weight_g_mol=103.150 de_lowest_kcal_mol=44.45
H 2.0686 -0.0389 -0.8144 0.33
N 1.9610 0.9054 -0.4391 -0.66
C 0.7579 1.2583 -0.1595 0.28
N -0.3020 0.3673 -0.1138 -0.61
S -1.9095 0.9503 -0.1667 0.22
C -0.1414 -1.0239 0.0022 0.27
N -1.1075 -1.7993 0.2261 -0.65
H -0.7868 -2.7523 0.1920 0.35
H 0.6001 2.3091 0.0651 0.20
H -2.0813 1.1763 1.1331 0.10
H 0.9409 -1.3523 0.0751 0.17

5.
11
Properties=species:S:1:pos:R:3:nbo_charge:R:1 method="wB97M-V/def2-TZVPD" e_homo_ev="-13.4 / -14.3" total_charge=+1 e_tot_ha=-297.74109 mol_weight_g_mol=85.090 de_lowest_kcal_mol=133.27
C 0.3850 1.1544 -0.2257 0.10
C 0.0157 -1.2163 -0.2805 -0.11
N -1.3978 -1.1709 0.0522 -0.11
N -2.0202 -0.1752 0.1398 0.32
N -2.1099 0.9705 -0.1406 -0.24
N 0.7450 -0.0270 0.1293 -0.54
H 0.9317 1.9922 0.1977 0.19
H 0.4429 -2.1070 0.1892 0.25
H 0.0479 -1.3397 -1.3725 0.27
H -2.6724 1.6959 0.2888 0.45
H 1.5605 -0.2072 0.7263 0.42

6.
13
Properties=species:S:1:pos:R:3:nbo_charge:R:1 method="wB97M-V/def2-TZVPD" e_homo_ev=-8.4 total_charge=0 e_tot_ha=-427.96932 mol_weight_g_mol=115.096 de_lowest_kcal_mol=159.27
C 0.8494 -2.0302 -2.4434 -0.45
N 0.3013 -1.3362 -1.1951 -0.50
N 0.7542 0.0050 -0.9236 -0.32
C 0.0949 0.4464 0.1168 0.53
N -0.1507 1.9304 0.4545 -0.09
N -0.5099 1.9275 1.5516 0.06
N -1.0253 0.4814 1.9725 -0.22
O -0.4781 -0.3670 0.8739 -0.35
H 2.0303 -2.6084 -2.3445 0.19
H 0.5805 -1.1693 -3.2716 0.23
H 0.1107 -2.9669 -2.7409 0.21
H 0.3020 -2.0361 -0.5036 0.35
H -0.4511 0.1633 2.8093 0.35

7.
13
Properties=species:S:1:pos:R:3:nbo_charge:R:1 method="wB97M-V/def2-TZVPD" e_homo_ev=-9.1 total_charge=0 e_tot_ha=-428.05394 mol_weight_g_mol=115.096 de_lowest_kcal_mol=106.17
H -3.0692 0.6248 -0.3746 0.36
N -2.7880 -0.2768 -0.0798 -0.66
C -1.5242 -0.4941 -0.1544 0.44
N -0.9653 -1.7921 0.0844 -0.20
N 0.2944 -1.6473 0.1747 0.04
N 0.7032 -0.3267 0.1639 -0.14
C 2.0508 0.0388 -0.2140 -0.43
N -0.4379 0.3539 -0.3260 -0.04
O -0.7294 1.6119 0.1626 -0.51
H 2.3092 -0.4036 -1.2292 0.22
H 2.8175 -0.2707 0.6755 0.24
H 1.9577 1.1364 -0.1125 0.23
H -0.6187 1.4454 1.2295 0.45

8.
13
Properties=species:S:1:pos:R:3:nbo_charge:R:1 method="wB97M-V/def2-TZVPD" e_homo_ev=-7.5 total_charge=0 e_tot_ha=-428.08072 mol_weight_g_mol=115.096 de_lowest_kcal_mol=89.36
N 0.5723 0.7786 -2.5011 -0.66
N -0.3255 -0.0973 -2.1393 -0.25
C -0.4044 -0.2389 -0.8742 0.49
N -1.3379 -1.1423 -0.3115 -0.40
C -1.2931 -0.9224 0.9438 0.21
N -0.2988 0.1387 1.2594 -0.04
N 0.6447 -0.1682 2.2613 -0.67
O 0.3679 0.4377 0.0017 -0.37
H 0.9357 1.4497 -1.8517 0.36
H 0.8435 0.8764 -3.5077 0.38
H -1.7632 -1.5020 1.7460 0.22
H 0.4894 0.4427 3.0186 0.36
H 1.5694 -0.0528 1.9546 0.37

9.
13
Properties=species:S:1:pos:R:3:nbo_charge:R:1 method="wB97M-V/def2-TZVPD" e_homo_ev=-8.4 total_charge=0 e_tot_ha=-428.01930 mol_weight_g_mol=115.096 de_lowest_kcal_mol=127.90
C -1.4277 0.2742 -0.2186 0.65
C 0.6467 1.0729 -0.2206 0.65
H 2.0520 -1.7197 -0.9966 0.43
H 1.1058 -1.6233 0.9707 0.37
H -0.8567 -1.3331 0.5011 0.33
H -2.9255 -0.6079 0.4308 0.35
H 1.4459 2.7335 0.5922 0.38
N 1.4575 -1.2486 0.0783 -0.70
N 0.6053 -0.3380 -0.4701 -0.16
N -0.5556 -0.7451 -0.4225 -0.43
N -2.5969 0.3570 0.1361 -0.67
N 1.7014 1.7370 0.0903 -0.71
O -0.6521 1.4411 -0.4712 -0.48

10.
13
Properties=species:S:1:pos:R:3:nbo_charge:R:1 method="wB97M-V/def2-TZVPD" e_homo_ev=-8.2 total_charge=0 e_tot_ha=-427.98900 mol_weight_g_mol=115.096 de_lowest_kcal_mol=146.92
N 2.3279 -0.1727 -0.3101 -0.63
N 1.3884 -1.0778 0.0069 -0.17
C 0.1041 -0.6428 0.2146 0.15
C -1.1192 -1.5569 0.4581 -0.07
N -2.0818 -1.0227 -0.2278 -0.05
O -1.8095 0.0600 -0.8634 -0.23
N -0.3548 0.5603 -0.2773 -0.11
N -0.4548 1.7843 0.4938 -0.61
H 1.9486 0.8541 -0.6605 0.37
H 3.3253 -0.4820 -0.7142 0.41
H -1.1184 -2.5215 0.9002 0.23
H -0.8572 2.3345 -0.2118 0.36
H -1.2987 1.8831 1.1915 0.34

11.
13
Properties=species:S:1:pos:R:3:nbo_charge:R:1 method="wB97M-V/def2-TZVPD" e_homo_ev=-8.4 total_charge=0 e_tot_ha=-428.04254 mol_weight_g_mol=115.096 de_lowest_kcal_mol=113.32
N 0.8391 -0.3811 -1.8666 -0.65
N 1.4729 -0.0726 -0.6893 -0.27
C 0.7675 0.2316 0.2919 0.41
N 1.2099 0.3701 1.5831 -0.50
C 0.0852 0.3688 2.3387 0.39
O -0.9901 0.4593 1.6341 -0.32
N -0.6960 0.6236 0.2942 -0.01
N -1.3027 -0.4867 -0.3890 -0.67
H -0.1985 0.0792 -2.0720 0.31
H 1.3676 -0.0955 -2.6817 0.36
H -0.0049 0.4622 3.4411 0.22
H -1.6386 -0.2093 -1.3728 0.35
H -0.9116 -1.3495 -0.5116 0.37

12.
13
Properties=species:S:1:pos:R:3:nbo_charge:R:1 method="wB97M-V/def2-TZVPD" e_homo_ev=-9.0 total_charge=0 e_tot_ha=-428.08339 mol_weight_g_mol=115.096 de_lowest_kcal_mol=87.68
H 2.8389 0.7236 0.2649 0.34
N 2.6089 -0.2531 0.2792 -0.63
C 1.4235 -0.4210 0.0392 0.50
N 0.8431 -1.7030 -0.2797 -0.48
C -0.4304 -1.4447 -0.4784 0.27
N -0.8063 -0.0846 -0.2846 -0.15
N -2.0165 0.0876 0.2969 -0.67
N 0.3423 0.6180 0.1227 -0.08
O 0.5445 1.7074 -0.6413 -0.53
H -1.2988 -2.1757 -0.6694 0.22
H -2.2408 -0.1799 1.2660 0.35
H -2.6368 0.8095 0.0635 0.37
H 0.8285 2.3157 0.0209 0.48

13.
19
Properties=species:S:1:pos:R:3:nbo_charge:R:1 method="wB97M-V/def2-TZVPD" e_homo_ev=-8.8 total_charge=0 e_tot_ha=-1202.54820 mol_weight_g_mol=227.158 de_lowest_kcal_mol=0.00
C -1.4249 -1.2419 2.0868 1.05
C -1.0339 -0.2381 -0.9344 0.84
N 1.5992 -1.9534 0.1076 -1.06
N 0.3279 0.0780 -0.9044 -0.51
N 0.0172 1.5096 1.9747 -0.12
N -0.0392 2.5238 1.5681 0.46
N 0.8989 1.3395 -1.0347 -0.69
O -1.8610 0.7875 -0.9919 -0.68
O -2.3903 -0.6497 1.9499 -0.50
O -0.4987 -1.8968 2.2419 -0.54
O -1.4093 -1.3843 -0.7607 -0.68
O -0.1199 3.5920 1.1669 -0.34
O 2.4579 -0.6977 -1.9398 -0.96
S 1.2792 -1.3895 -1.4501 1.60
H 2.1459 -1.3997 0.7187 0.40
H 0.1719 1.8867 -1.5100 0.38
H 1.8252 1.0287 -1.4214 0.41
H -2.5991 0.3625 -1.4223 0.51
H 0.6531 -2.2573 0.5550 0.43

14.
9
Properties=species:S:1:pos:R:3:nbo_charge:R:1 method="wB97M-V/def2-TZVPD" e_homo_ev=-8.5 total_charge=0 e_tot_ha=-209.16575 mol_weight_g_mol=59.068 de_lowest_kcal_mol=35.50
C -1.0612 0.2544 0.1500 -0.41
N -0.0367 0.4465 -0.8335 -0.89
C 2.0266 -1.1496 0.3492 0.50
O 2.4724 -1.0076 1.3831 -0.48
H -0.7228 -0.3388 1.0148 0.19
H -1.4013 1.2153 0.5563 0.17
H -1.9364 -0.2756 -0.2492 0.17
H -0.2657 0.8910 -1.7020 0.37
H 0.8491 0.0103 -0.7131 0.37

15.
9
Properties=species:S:1:pos:R:3:nbo_charge:R:1 method="wB97M-V/def2-TZVPD" e_homo_ev=-9.4 total_charge=0 e_tot_ha=-209.17855 mol_weight_g_mol=59.068 de_lowest_kcal_mol=27.47
C 0.4854 0.5690 -0.7443 -0.41
N -0.8217 -0.0577 -0.5780 -0.84
C -0.1432 -1.1047 2.2094 0.50
O 0.6903 -1.8724 2.2659 -0.49
H 1.2086 0.0502 -0.1030 0.19
H 0.8254 0.4439 -1.7787 0.19
H 0.5283 1.6452 -0.5026 0.17
H -1.5119 0.4063 -1.1624 0.35
H -1.1319 0.0665 0.3819 0.35

16.
9
Properties=species:S:1:pos:R:3:nbo_charge:R:1 method="wB97M-V/def2-TZVPD" e_homo_ev="-9.9 / -7.7" total_charge=0 e_tot_ha=-208.90960 mol_weight_g_mol=59.068 de_lowest_kcal_mol=196.24
C 0.2870 0.2394 0.1702 0.42
C -0.8649 -0.4215 -0.4143 -0.70
N 1.3210 0.8691 -0.2875 -0.35
O 1.5074 -0.2907 0.5218 -0.37
H -0.2562 0.6937 2.8292 -0.04
H -1.7700 0.0352 -0.1219 0.24
H -0.9707 -1.5456 0.0509 0.25
H -0.7824 -0.3395 -1.4725 0.22
H 1.5288 0.7601 -1.2758 0.33

17.
9
Properties=species:S:1:pos:R:3:nbo_charge:R:1 method="wB97M-V/def2-TZVPD" e_homo_ev=-10.0 total_charge=0 e_tot_ha=-209.07713 mol_weight_g_mol=59.068 de_lowest_kcal_mol=91.11
C -1.0574 0.2200 0.1415 -0.65
C 0.5277 0.3405 -0.3446 0.23
N 1.3926 -0.7573 -0.1600 -0.33
O 1.5326 0.4827 0.4906 -0.37
H -1.6729 -0.3803 -0.5683 0.22
H -1.3999 1.2031 0.4031 0.23
H -1.0080 -0.4882 0.9428 0.21
H 0.7505 0.7855 -1.4148 0.16
H 0.9348 -1.4061 0.5097 0.31

18.
9
Properties=species:S:1:pos:R:3:nbo_charge:R:1 method="wB97M-V/def2-TZVPD" e_homo_ev=-9.6 total_charge=0 e_tot_ha=-209.05359 mol_weight_g_mol=59.068 de_lowest_kcal_mol=105.89
C 1.0048 -0.4819 -0.0936 -0.47
N -0.2652 -0.6371 0.4870 -0.15
C -1.1918 0.6605 0.1614 0.04
O -1.3747 -0.5955 -0.4453 -0.38
H 1.4786 0.4800 0.2571 0.20
H 1.8327 -1.2266 0.2039 0.21
H 1.0536 -0.5947 -1.0936 0.20
H -1.8844 1.0360 0.9093 0.18
H -0.6535 1.3592 -0.3862 0.16

19.
9
Properties=species:S:1:pos:R:3:nbo_charge:R:1 method="wB97M-V/def2-TZVPD" e_homo_ev=-8.9 total_charge=0 e_tot_ha=-209.08068 mol_weight_g_mol=59.068 de_lowest_kcal_mol=88.88
C 1.1380 0.7946 0.7579 -0.27
N 1.0187 -0.1866 -0.0291 0.18
C -0.4872 -0.8978 0.0536 -0.43
O 1.8702 -0.6404 -0.7301 -0.48
H 1.9659 1.4193 0.5907 0.20
H 0.2744 1.1101 1.3228 0.18
H -0.9721 -0.1625 0.6047 0.19
H -0.8224 -0.8680 -0.9643 0.21
H -0.4523 -1.8264 0.4766 0.21

20.
9
Properties=species:S:1:pos:R:3:nbo_charge:R:1 method="wB97M-V/def2-TZVPD" e_homo_ev="-6.3 / -10.2" total_charge=0 e_tot_ha=-208.97443 mol_weight_g_mol=59.068 multiplicity=3 de_lowest_kcal_mol=27.68 s_squared=2.02
C 1.4101 0.5101 0.1218 -0.16
C -0.7928 -0.0114 -0.3396 0.38
N 0.1920 0.7923 -0.0555 -0.49
O -1.9852 0.1110 0.2220 -0.70
H 2.0985 1.2849 -0.1445 0.16
H 1.8928 -0.4020 0.3687 0.16
H 0.0257 -1.9770 -0.3096 0.00
H -0.6839 -0.9357 -0.9295 0.14
H -2.1572 0.6279 1.0661 0.52